Entry 1:
This record from the Open Molecules 2025 dataset describes a structure of composition C5H14N2 at a distorted geometry. The level of theory is wB97M-V/def2-TZVPD.

The calculation puts the HOMO energy at -0.715 Ha. The electronic energy is -307.7265 a.u. Its LUMO energy is -7.559 eV. The energy relative to the best compared isomer or geometry (same formula, charge and spin) is 38.9 kcal per mole. The charge is +2.

Last column: Löwdin charge in e.
Element x y z (Å)
C 0.60 2.06 1.45  -0.01
C 0.01 0.90 0.69  -0.16
C 0.40 0.57 -0.73  -0.09
C -0.17 -0.79 -1.12  -0.28
C 0.40 -1.74 -1.82  0.15
N -1.70 -0.71 -1.30  0.25
N 0.56 -0.56 1.69  0.20
H 0.44 2.02 2.53  0.10
H 0.22 2.98 1.01  0.12
H 1.67 1.87 1.30  0.11
H -1.00 0.67 1.01  0.12
H 1.48 0.47 -0.71  0.15
H -0.02 1.36 -1.35  0.16
H -0.10 -2.53 -2.37  0.11
H 1.46 -1.76 -2.07  0.11
H -2.23 -0.42 -0.48  0.17
H -1.80 -0.12 -2.12  0.19
H -2.10 -1.63 -1.52  0.18
H 1.01 -0.35 2.59  0.15
H -0.28 -1.03 2.05  0.14
H 1.17 -1.27 1.28  0.14

Entry 2:
This record from the Open Molecules 2025 dataset describes an isolated molecule of CH3N3S2 at a distorted geometry. The level of theory is wB97M-V/def2-TZVPD.

The calculation puts the HOMO energy (alpha / beta) at -0.294 / -0.294 Ha. The electronic energy is -1000.3675 a.u. Its LUMO energy (alpha / beta) is -0.416 / -0.414 eV. The energy relative to the best compared isomer or geometry (same formula, charge and spin) is 71.0 kcal per mole.

Last column: Löwdin charge in e.
Element x y z (Å)
C -0.70 1.09 -0.88  -0.52
N -0.21 -0.98 -0.03  -0.06
N 0.86 -1.30 0.65  -0.56
N -0.86 0.10 0.10  -0.42
S -0.24 1.67 0.71  0.79
S 1.58 -0.67 1.92  0.53
H -1.70 1.56 -1.24  0.10
H -0.03 0.69 -1.70  0.11
H 1.28 -2.16 0.48  0.04

Entry 3:
This record from the Open Molecules 2025 dataset describes a cluster of 9 separate species, C18H54O9S9 in total at a distorted geometry. The level of theory is wB97M-V/def2-TZVPD.

The calculation puts the HOMO energy at -0.299 Ha. The electronic energy is -4978.7257 a.u. Its LUMO energy is 0.000 eV. The energy relative to the best compared isomer or geometry (same formula, charge and spin) is 20.1 kcal per mole.

Last column: Löwdin charge in e.
Element x y z (Å)
C 2.13 4.39 1.75  -0.30
S 2.38 2.93 2.58  0.82
O 1.00 2.37 2.75  -0.60
C 3.20 2.09 1.26  -0.26
H 3.13 4.77 1.52  0.07
H 1.66 5.08 2.47  0.07
H 1.47 4.30 0.91  0.06
H 2.77 2.42 0.34  0.05
H 3.18 0.99 1.36  0.03
H 4.26 2.40 1.26  0.07
C 2.41 -1.65 -1.71  -0.26
S 2.80 -2.22 -0.05  0.82
O 2.75 -1.00 0.75  -0.55
C 1.43 -3.27 0.44  -0.26
H 2.15 -2.46 -2.36  0.04
H 3.32 -1.23 -2.12  0.05
H 1.62 -0.85 -1.68  0.05
H 1.28 -4.00 -0.32  0.04
H 0.56 -2.59 0.45  0.03
H 1.58 -3.66 1.42  0.04
C 2.69 3.62 -5.78  -0.31
S 3.82 3.74 -4.46  0.80
O 3.05 4.67 -3.60  -0.57
C 3.62 2.06 -3.80  -0.26
H 3.05 2.89 -6.49  0.05
H 2.66 4.56 -6.27  0.05
H 1.73 3.36 -5.39  0.04
H 4.32 1.99 -2.97  0.04
H 4.03 1.41 -4.61  0.07
H 2.59 1.98 -3.56  0.03
C -1.18 0.51 -5.42  -0.24
S 0.44 0.04 -6.17  0.88
O 1.36 1.25 -6.08  -0.60
C 0.86 -1.01 -4.75  -0.27
H -1.67 -0.40 -5.02  0.03
H -1.80 1.04 -6.16  0.05
H -1.02 1.15 -4.56  0.03
H 0.09 -1.75 -4.64  0.02
H 1.04 -0.38 -3.87  0.03
H 1.87 -1.40 -4.97  0.06
C -1.68 3.62 3.56  -0.31
S -3.01 2.99 4.46  0.83
O -4.17 3.85 4.06  -0.57
C -3.28 1.48 3.54  -0.27
H -1.61 4.69 3.77  0.06
H -1.84 3.64 2.45  0.08
H -0.79 3.03 3.71  0.00
H -4.35 1.44 3.26  0.06
H -3.07 0.62 4.18  0.03
H -2.81 1.27 2.59  0.03
C 1.04 -0.59 3.96  -0.23
S 0.71 0.79 5.06  0.81
O -0.76 0.82 5.15  -0.53
C 1.21 0.05 6.55  -0.29
H 1.93 -0.56 3.35  0.04
H 0.21 -0.58 3.27  0.03
H 0.97 -1.51 4.50  0.04
H 0.91 0.69 7.35  0.04
H 2.27 -0.19 6.70  0.07
H 0.69 -0.89 6.70  0.05
C -2.46 -4.76 2.08  -0.24
S -1.31 -3.53 2.74  0.78
O -1.43 -2.30 1.95  -0.54
C -2.17 -3.17 4.27  -0.24
H -2.18 -5.68 2.55  0.05
H -2.23 -4.78 1.02  0.03
H -3.49 -4.46 2.27  0.06
H -1.53 -2.44 4.76  0.03
H -2.24 -4.09 4.88  0.07
H -3.12 -2.74 3.95  0.06
C -0.93 0.67 0.41  -0.25
S -0.74 0.87 -1.33  0.86
O -1.24 -0.47 -1.95  -0.63
C -2.09 2.01 -1.61  -0.24
H -0.33 -0.21 0.64  0.05
H -1.94 0.54 0.65  0.03
H -0.56 1.52 0.94  0.03
H -2.97 1.68 -1.05  0.06
H -2.40 2.00 -2.65  0.04
H -1.73 3.00 -1.25  0.07
C -1.08 -3.31 -1.85  -0.29
S -2.50 -2.66 -2.69  0.85
O -1.99 -2.53 -4.13  -0.55
C -3.38 -4.23 -2.57  -0.29
H -0.31 -2.59 -2.00  0.00
H -0.81 -4.30 -2.26  0.08
H -1.21 -3.28 -0.76  0.04
H -4.39 -3.97 -2.97  0.05
H -3.53 -4.55 -1.48  0.07
H -2.94 -5.01 -3.18  0.05

Entry 4:
This record from the Open Molecules 2025 dataset describes a cluster of 2 separate species, C4H7NO in total at a distorted geometry. The level of theory is wB97M-V/def2-TZVPD.

The calculation puts the HOMO energy at -0.347 Ha. The electronic energy is -286.5597 a.u. Its LUMO energy is 0.993 eV. The energy relative to the best compared isomer or geometry (same formula, charge and spin) is 45.1 kcal per mole.

Last column: Löwdin charge in e.
Element x y z (Å)
C 1.07 -1.46 -2.50  0.02
C 0.24 0.28 0.44  -0.50
C -0.77 0.71 -0.69  -0.06
C -0.34 -0.30 1.67  -0.08
N 1.50 0.35 0.30  0.11
O 0.69 -0.54 -3.08  -0.01
H 2.11 0.10 1.07  0.04
H -1.15 -0.21 -1.12  0.05
H -0.21 1.09 -1.54  0.04
H -1.42 1.52 -0.24  0.10
H 0.39 -0.98 2.12  0.07
H -1.18 -0.90 1.16  0.09
H -0.92 0.34 2.43  0.11